# 1
This record from the Open Molecules 2025 dataset describes 2 unconnected molecules or ions with the total composition C4H9NO in a non-equilibrium geometry. The level of theory is ωB97M-V/def2-TZVPD.

Geometry as XYZ:
```
15
Properties=species:S:1:pos:R:3:mulliken_charge:R:1
C 0.1670 -0.8336 1.9703 -0.63
H 0.0055 2.2990 -0.3483 0.30
H -1.9958 -2.3161 -0.0477 0.28
H 0.2378 0.2167 1.6677 0.20
H 1.0270 -1.3614 1.5619 0.29
N -1.0987 -1.3905 1.5015 -0.43
H 2.3906 2.2624 -0.5110 0.25
C 1.8141 1.5193 -1.0410 -0.70
H -1.2261 1.0041 -1.5175 0.36
O -0.3093 0.7287 -1.7164 -0.49
C 0.4866 1.5471 -0.9686 0.02
C -1.1546 -1.7085 0.2779 -0.27
H 0.2213 -0.8500 3.0571 0.28
H -0.5106 -1.2804 -0.4945 0.28
H 2.3438 0.7342 -1.5640 0.25
```

Computed properties:
- orbital gap (eV) = 9.98
- energy above the lowest of the compared OMol25 structures with the same formula, charge and spin (kJ/mol) = 286.07
- LUMO (hartree) = 0.02645
- SMILES = C=CO.C=NC
- total charge = 0
- strongest force on any atom (eV/A) = 1.35

# 2
This record from the Open Molecules 2025 dataset describes 2 unconnected molecules or ions with the total composition C23H37N4O3 in a non-equilibrium geometry. The level of theory is ωB97M-V/def2-TZVPD.

Geometry as XYZ:
```
67
Properties=species:S:1:pos:R:3:mulliken_charge:R:1
H 1.2366 2.9479 3.3563 0.30
C 0.8296 -0.8094 -1.5277 -0.13
H 0.5500 -4.2562 -2.4647 0.49
H -4.9451 -1.1503 0.1903 0.33
N 1.8484 -2.6181 -2.8677 0.53
H -5.2478 0.7466 4.7893 0.42
H 6.3706 -1.9583 -3.6508 0.38
H 1.0859 0.5156 1.3454 -0.34
H 2.1542 -4.7139 -3.0845 0.35
C -3.7485 3.1098 2.5382 0.32
C 3.8880 -3.1248 -4.4204 -0.81
C -2.8752 0.5477 3.1167 -0.72
H 3.4012 -4.0054 -4.8510 0.33
H 4.5123 -4.1783 -2.6280 0.22
C 1.2934 1.6257 1.5467 1.06
H 0.6923 0.2596 -1.7048 0.26
C -3.1030 5.6206 1.4388 -0.19
H 3.2769 -1.1984 -3.5866 0.45
H 0.3260 3.7105 1.2046 0.29
H 0.0804 -1.1132 -0.7904 0.26
H 2.9616 -0.4719 -1.4892 0.16
H 3.4555 -2.8784 -1.4344 0.21
H 0.9319 -3.9986 -4.1959 0.41
H -0.2754 -2.1964 -2.7788 0.31
H -5.9388 2.3042 4.1061 0.28
N -4.8308 4.0527 2.6300 -0.46
H 5.1886 -1.6949 -2.3620 0.23
O 2.4411 1.9777 0.6769 -0.61
H -0.7408 0.0426 2.3597 0.21
H 2.1552 1.9274 -0.2617 0.33
H 5.6305 -4.2736 -3.9586 0.45
H -3.1528 -0.4506 3.5965 0.33
C 0.6539 -1.6243 -2.8048 -0.74
C -5.6365 0.3512 1.3155 0.58
C 5.7984 -2.4523 -2.8616 -1.17
N 1.4744 0.8896 4.0482 -0.54
C 4.9579 -3.5874 -3.4333 -0.42
C -5.3649 1.3515 3.8143 -1.09
C -4.4915 5.3189 2.0745 -0.27
H -0.1224 2.4372 -0.0677 0.25
C -3.9555 1.6816 3.1396 0.31
H 1.0170 1.2388 4.9004 0.28
C 1.7395 1.9685 3.0506 -0.77
H 2.2144 -1.8830 -4.8124 0.39
O -5.5599 1.1759 0.3735 -0.57
C 2.4174 -2.5625 -1.4496 -0.70
C -2.3981 3.4469 1.8615 0.40
C 0.0828 2.5934 1.0657 -0.61
H 4.4042 -2.6501 -5.2634 0.45
H 1.8235 -3.2380 -0.8278 0.45
N -2.0181 4.7083 1.2832 -0.45
H 2.8845 2.1233 3.0305 0.29
H 0.9906 0.0794 3.6458 0.25
C 1.3330 -4.0035 -3.1812 -1.20
C -1.3153 2.2866 1.8020 0.43
H -2.9306 6.6949 1.0507 0.35
C -6.3363 0.5893 2.7326 -0.46
H -5.2740 6.1603 2.0940 0.34
H -7.2813 1.2005 2.5486 0.35
O -4.9963 -0.9356 1.1480 -0.47
C 2.8286 -2.1289 -3.9415 -0.78
C 2.2207 -1.1267 -1.0217 -0.58
H 6.5057 -2.8437 -2.1270 0.36
C -1.5193 0.8800 2.4066 -0.37
H 0.6620 -0.9995 -3.6994 0.26
H 2.3065 -1.0024 0.0595 0.54
H -6.5669 -0.4357 3.2080 0.25
```

Computed properties:
- orbital gap (eV) = 7.43
- energy above the lowest of the compared OMol25 structures with the same formula, charge and spin (kJ/mol) = 980.54
- LUMO (hartree) = -0.09538
- total charge = +1
- strongest force on any atom (eV/A) = 6.05

# 3
This record from the Open Molecules 2025 dataset describes a molecular structure, C50H77F5N2O9P2PbSi2. The level of theory is ωB97M-V/def2-TZVPD.

Geometry as XYZ:
```
148
Properties=species:S:1:pos:R:3:mulliken_charge:R:1
C -2.9619 4.0295 -3.0330 -1.70
C -1.3432 -4.8307 -1.1521 0.90
C 6.1847 1.8017 2.0371 -1.11
C 5.8124 1.1597 -0.3619 -1.03
C -2.3389 -4.9599 -3.3603 -0.71
H 4.3462 -3.5808 -2.4595 0.53
C -0.2406 -4.8392 1.6926 0.68
H 6.5831 1.4758 2.9988 0.32
H 1.8156 -3.1938 6.8315 0.44
H -2.5763 -4.7266 4.1693 0.41
H -0.8623 3.7239 2.4585 0.05
C 1.2907 5.2657 -0.8074 -2.08
H 2.1032 -2.3108 3.6852 -0.63
H 3.5623 -3.6162 3.8173 0.10
H -1.7011 6.4647 -3.3611 0.58
C -1.6535 6.0198 -2.3634 -2.11
C 2.3042 2.5950 5.6419 0.71
H -2.1337 -3.8634 1.8958 0.37
C 2.1347 4.0589 5.2797 -1.15
O -1.8758 -0.4788 2.5221 -0.65
C -1.5906 4.4866 -2.4938 2.84
H 6.4804 1.9414 -0.7232 0.50
H 4.7825 -6.0089 -2.6931 0.39
H -2.3490 -4.6476 -4.3974 0.45
C -0.7217 -5.8003 4.2875 -0.71
H 1.1994 -6.7421 4.1186 0.41
O 5.6280 -0.5163 1.4515 -0.26
H 4.9193 -4.6847 3.4737 0.62
C 2.5403 -3.8654 -1.3411 0.39
H -4.0261 -6.9265 -1.1877 0.41
H -0.9626 4.4723 -4.5626 0.58
C 1.6622 2.8872 -1.3764 -1.31
C 0.4590 -6.1182 3.6319 -0.65
C -1.6575 -4.9886 3.6586 -0.60
H 0.3814 4.6418 -3.4422 0.29
H -3.8845 2.9665 0.3476 0.27
C 3.9086 -5.6615 -2.1568 -0.71
C 1.3406 -1.5298 5.5580 0.32
H 3.0826 4.4706 4.9326 0.28
C 4.4095 -3.4112 1.8414 1.35
H 1.6137 -5.9049 1.8412 0.19
C -1.8677 5.6841 1.0370 -1.57
H 3.2323 -2.4155 6.1120 0.25
C -1.8154 3.4278 2.0287 -1.58
H 0.3962 -1.8808 3.6660 0.01
Si 0.0116 -4.1107 -0.0392 -1.83
H -2.1257 6.3275 0.1969 0.20
H 5.8078 0.3345 -1.0730 0.34
C 3.6654 -4.3025 -2.0241 -0.72
C 0.5067 -0.5709 -2.5793 -0.90
F -0.7966 -1.7309 -4.2868 -0.31
H 1.8014 4.6196 6.1521 0.45
P 2.2904 0.4702 3.9790 -0.85
H 1.1676 -6.8498 -0.5661 0.48
C -2.1226 4.2003 0.7283 2.62
H 4.0338 -1.1876 4.0903 0.01
C -1.3638 -4.4776 -2.5029 -0.55
C -4.0058 0.9789 -2.2550 -0.88
C 3.8966 -0.2748 3.5147 -0.04
C -1.4127 -4.5139 2.3796 -0.21
H -4.1988 4.4230 1.2907 0.57
H 2.9874 2.9060 7.6632 0.45
C 1.2205 3.5425 0.9532 -2.56
H 1.5959 1.8642 -1.0160 -0.23
H 2.3342 5.3629 -0.4965 0.61
H -0.9141 -6.1829 5.2821 0.38
O -1.6665 2.0450 -1.2292 0.89
H 5.2350 -2.9761 3.8005 0.30
H 0.9089 4.3540 1.6127 0.34
H 2.3774 -1.6251 7.4485 0.38
C -3.5094 -0.8890 0.8712 -0.92
O 1.8794 -0.1936 5.3619 -0.33
H 4.2876 2.7723 6.4651 0.28
C 6.2964 0.6902 1.0022 0.48
H 3.7364 -4.1481 1.4038 -0.33
H 6.4669 -2.8019 1.6026 0.28
O 3.2477 0.1681 0.8039 0.77
F -1.7515 -1.3835 -2.3792 -0.11
P 4.0612 -0.6460 1.7274 -0.92
H 2.3618 -2.8056 -1.2195 0.13
H 5.6396 -3.2227 0.0916 0.33
H -0.8202 5.8563 1.2870 0.26
C 1.8766 -6.1271 -0.9578 -0.33
Si -1.0837 3.6250 -0.8173 -2.07
H 3.2073 -7.6365 -1.6944 0.42
H -4.4176 0.1065 -2.7582 0.54
H 7.3372 0.3671 0.9226 0.33
C 2.2499 -2.2341 6.5533 -1.58
O -0.0213 -2.5239 0.0804 0.81
H 6.7532 2.6690 1.7046 0.54
H 1.3960 4.1616 4.4857 0.03
C 4.5372 -3.6740 3.3328 -1.40
H 5.1395 2.0942 2.1572 0.05
H -2.3231 -6.0235 0.3397 0.37
C -2.1972 1.0443 -0.5546 0.08
F -1.4178 0.2603 -3.7308 -0.35
C -0.8485 -0.8757 -3.2517 1.11
F 0.9528 0.5713 -3.2503 -0.31
H -4.0546 -6.2363 -3.5627 0.38
O 1.2569 0.5077 2.9462 0.24
C -3.2847 -6.2291 -1.5585 -0.72
C 3.0176 -6.5737 -1.6074 -0.88
H -0.7804 6.4287 -1.8572 0.31
F 1.3697 -1.5559 -3.0335 -0.26
H 6.1364 -4.5036 1.2030 0.43
H -2.8364 3.1658 -3.6825 0.31
H 1.3408 2.1714 5.9330 0.35
H 2.7141 3.1804 -1.3187 0.50
H -2.4704 5.9885 1.8967 0.59
H 4.7997 1.5485 -0.2943 -0.10
H 1.2456 5.4939 -1.8711 0.34
H -3.2600 1.4326 -2.8883 0.03
H -0.3973 3.0650 -3.6539 0.28
H -1.7830 2.3541 1.8898 0.07
H 2.3103 3.4710 1.0200 0.67
H -3.9910 -1.6680 1.4413 0.54
C 3.3111 2.3868 6.7615 -1.45
C -3.6251 4.0231 0.4505 -1.89
C -0.5726 4.1408 -3.5965 -2.11
H -0.5931 -3.8163 -2.8807 0.37
H 0.3585 -1.3815 6.0124 0.39
H -3.9408 4.5565 -0.4464 0.33
N -1.6207 0.5680 0.5147 0.37
H 0.8126 2.6024 1.3184 0.23
H 1.3684 2.8969 -2.4206 0.16
C -2.2935 -0.2927 1.3987 0.04
H -3.6685 3.7747 -2.2466 0.10
H 4.6725 0.4336 3.7909 0.60
C 1.6168 -4.7636 -0.8076 0.16
O 2.7773 1.9062 4.4664 0.17
C 0.6904 -5.6431 2.3473 -0.17
C -2.3195 -5.7192 -0.7008 -0.38
C 5.7555 -3.4847 1.1409 -1.59
H -3.4056 4.8277 -3.6328 0.57
H -2.5459 6.3303 -1.8180 0.39
C 0.8232 3.8302 -0.5035 3.68
H -2.5913 3.6562 2.7662 0.59
C -3.3003 -5.8450 -2.8914 -0.60
H -4.8731 -0.8734 -0.7551 0.49
H 0.9118 -3.3473 4.4954 0.36
H -4.8016 1.7000 -2.0604 0.31
N -3.3838 0.5552 -1.0095 0.63
Pb 0.6985 -0.4478 0.0375 1.70
C 1.1820 -2.3173 4.2714 0.15
H 3.4040 1.3237 6.9800 0.25
O 3.7219 -2.1673 1.5522 0.21
H 0.7135 6.0179 -0.2674 0.34
C -3.9792 -0.4661 -0.3054 -0.66
```

Computed properties:
- orbital gap (eV) = 8.13
- energy above the lowest of the compared OMol25 structures with the same formula, charge and spin (kJ/mol) = 0.00
- LUMO (hartree) = 0.01868
- total charge = 0
- strongest force on any atom (eV/A) = 0.86

# 4
This record from the Open Molecules 2025 dataset describes a molecular structure, F24InP4 in a non-equilibrium geometry. The level of theory is ωB97M-V/def2-TZVPD.

Geometry as XYZ:
```
29
Properties=species:S:1:pos:R:3:mulliken_charge:R:1
F 4.4999 0.9350 -1.1129 -0.34
F -0.2998 3.6892 -0.6626 -0.38
P 0.7381 -1.6220 2.5376 1.25
P -3.4485 -1.1679 -0.9161 1.25
F -2.4394 -0.3886 -1.9966 -0.33
F 4.4422 -0.9402 -2.5020 -0.35
F 0.6126 1.8660 0.3829 -0.38
P -0.7373 2.7827 0.6003 1.29
F -0.5758 -0.8755 1.9131 -0.25
F 1.6906 -0.7488 1.4852 -0.34
F -1.1382 1.8120 1.8050 -0.32
P 3.4341 0.1591 -1.9562 1.22
F -2.3440 -2.4019 -0.8713 -0.35
F 2.1592 -0.6064 -2.7571 -0.38
F -4.3023 -1.8964 0.1913 -0.35
F -2.4953 -0.4212 0.1683 -0.28
F 1.9952 -2.4689 3.0121 -0.34
F -4.1856 -1.8762 -2.1311 -0.33
F 0.5408 -2.6612 1.2225 -0.35
In 0.1104 -0.6410 -0.8368 2.12
F 2.2561 1.1779 -1.4705 -0.30
F -1.4227 1.7265 -0.4710 -0.34
F 0.9686 -0.5071 3.6268 -0.35
F 3.6354 1.0280 -3.2761 -0.35
F 0.0385 3.7395 1.6031 -0.35
F -4.4365 0.0646 -0.9696 -0.35
F -0.2447 -2.4941 3.4239 -0.35
F 3.0511 -0.8650 -0.7217 -0.36
F -2.1025 3.6016 0.6797 -0.34
```

Computed properties:
- orbital gap (eV) = 4.80
- energy above the lowest of the compared OMol25 structures with the same formula, charge and spin (kJ/mol) = 0.00
- LUMO (hartree) = -0.20332
- total charge = -1
- strongest force on any atom (eV/A) = 3.67

# 5
This record from the Open Molecules 2025 dataset describes 2 unconnected molecules or ions with the total composition C5H8O. The level of theory is ωB97M-V/def2-TZVPD.

Geometry as XYZ:
```
14
Properties=species:S:1:pos:R:3:mulliken_charge:R:1
C 0.7363 -0.2242 -1.2325 -0.35
H 0.0473 -0.4056 1.9655 0.30
C 1.2740 -0.5003 0.1751 0.21
H -1.9001 -0.8495 0.2107 -0.20
O 2.2129 -1.2084 0.4437 -0.56
C -0.4572 0.6568 -0.9797 -0.20
H -1.1230 0.9994 -1.7661 0.39
C 0.4154 0.2710 1.1811 -0.31
C -0.6402 0.9006 0.3182 -0.72
H -2.1117 -1.1951 0.8333 0.22
H 1.0232 1.0358 1.6772 0.27
H 0.4974 -1.1739 -1.7308 0.27
H -1.4886 1.4338 0.7386 0.41
H 1.5143 0.2596 -1.8341 0.29
```

Computed properties:
- orbital gap (eV) = 10.71
- energy above the lowest of the compared OMol25 structures with the same formula, charge and spin (kJ/mol) = 170.22
- LUMO (hartree) = 0.04105
- SMILES = O=C1CC=CC1.[H][H]
- total charge = 0
- strongest force on any atom (eV/A) = 0.50